DFT (ωB97M-V/def2-TZVPD) results for C47H57AsF3N4O2V as an isolated structure.

Results
2S+1 = 3
lowest unoccupied orbital energy (alpha / beta) = -1.12 / -1.09 eV
molar mass = 892.86 g/mol
highest occupied orbital energy (alpha / beta) = -6.88 / -6.82 eV

Structure (XYZ):
```
115
C47H57AsF3N4O2V ωB97M-V/def2-TZVPD
V 0.2376 0.7996 -0.0438
C 3.1790 0.7498 -5.7066
C 1.8309 0.1001 -5.3981
C 1.1502 0.7184 -4.2179
C 0.1981 1.6931 -4.2207
C -0.4744 2.3083 -5.4062
C -1.7797 1.6023 -5.7701
C -0.1207 1.9686 -2.8443
N 0.6471 1.1789 -2.0198
C 1.4223 0.4053 -2.8407
C 2.3478 -0.5359 -2.4123
C 2.6263 -0.8789 -1.1064
C 3.6848 -1.7669 -0.6833
C 4.6362 -2.4578 -1.6040
C 5.7370 -1.5342 -2.1259
C 3.6297 -1.8208 0.6719
C 2.5449 -0.9546 1.0764
C 2.1773 -0.6869 2.3796
C 1.2264 0.2313 2.7966
N 0.5031 1.0502 1.9725
C -0.3083 1.8007 2.7933
C -1.2098 2.7544 2.3721
C -1.4917 3.1164 1.0622
N -0.8978 2.5570 -0.0259
C -1.4372 3.1664 -1.1191
C -1.0712 2.8800 -2.4243
C -2.4253 4.1344 -0.7124
C -2.4569 4.1053 0.6508
C -3.3754 4.8477 1.5666
C -4.6134 4.0288 1.9289
C -3.2359 4.9908 -1.6315
C -2.4616 6.2091 -2.1348
C -0.0793 1.4435 4.1708
C 0.8703 0.4694 4.1732
C 1.4880 -0.2216 5.3464
C 2.8106 0.4121 5.7800
C -0.7800 2.0577 5.3399
C -0.1800 3.4047 5.7421
N 1.9422 -0.4051 -0.0193
C 4.5146 -2.5827 1.6046
C 5.7578 -1.7995 2.0241
H 3.6640 0.2722 -6.5588
H 3.8539 0.6813 -4.8510
H 3.0532 1.8096 -5.9350
H 1.9668 -0.9707 -5.2253
H 1.1775 0.1803 -6.2698
H 0.2088 2.2829 -6.2584
H -0.6689 3.3664 -5.2120
H -1.5968 0.5571 -6.0252
H -2.2632 2.0816 -6.6223
H -2.4768 1.6123 -4.9306
H 2.9229 -1.0336 -3.1835
H 4.0832 -2.8852 -2.4460
H 5.0854 -3.3059 -1.0822
H 5.3158 -0.6869 -2.6702
H 6.4136 -2.0652 -2.7967
H 6.3253 -1.1268 -1.3020
H 2.7054 -1.2208 3.1593
H -1.7709 3.2651 3.1448
H -1.5896 3.4249 -3.2041
H -3.6759 5.7863 1.0947
H -2.8393 5.1306 2.4770
H -5.1913 3.7889 1.0345
H -5.2600 4.5732 2.6186
H -4.3357 3.0807 2.3929
H -4.1378 5.3196 -1.1109
H -3.5837 4.3957 -2.4806
H -2.1459 6.8362 -1.2993
H -3.0717 6.8159 -2.8051
H -1.5612 5.9082 -2.6736
H 1.6476 -1.2765 5.1078
H 0.7850 -0.2088 6.1818
H 3.5264 0.4285 4.9558
H 3.2608 -0.1385 6.6071
H 2.6584 1.4439 6.1003
H -0.7367 1.3697 6.1869
H -1.8416 2.1790 5.1096
H 0.8697 3.2947 6.0200
H -0.7101 3.8381 6.5912
H -0.2232 4.1174 4.9164
H 4.8082 -3.5208 1.1277
H 3.9467 -2.8684 2.4940
H 6.3799 -1.5625 1.1592
H 6.3622 -2.3688 2.7314
H 5.4824 -0.8540 2.4956
F -3.1896 0.2760 -1.9727
C -3.6237 -0.0783 -0.7616
F -4.6186 0.7544 -0.4240
F -4.1330 -1.3207 -0.8586
C -2.5103 -0.0703 0.3154
O -2.8084 0.0293 1.4759
O -1.3148 -0.2476 -0.1870
C -0.8712 -3.0463 -1.5505
As 0.3616 -3.5740 -0.1253
C -0.6461 -2.8980 1.4101
C -0.1512 -5.4875 -0.0117
C -1.5946 -5.7854 0.2327
C -2.4833 -5.9429 -0.8293
C -3.8331 -6.1709 -0.6063
C -4.3211 -6.2502 0.6901
C -3.4460 -6.1079 1.7569
C -2.0977 -5.8789 1.5288
H -1.8971 -3.3390 -1.3281
H -0.5472 -3.5151 -2.4811
H -0.8279 -1.9660 -1.6693
H -0.2029 -3.3046 2.3210
H -1.7006 -3.1701 1.3663
H -0.5578 -1.8141 1.4391
H 0.4752 -5.9213 0.7696
H 0.1755 -5.9120 -0.9637
H -2.1090 -5.8877 -1.8452
H -4.5032 -6.2875 -1.4486
H -5.3744 -6.4257 0.8664
H -3.8140 -6.1730 2.7732
H -1.4218 -5.7708 2.3695
```

Atomic partial charges in e from the Mulliken method, atoms 1 to 99: atom 1 (V): 0.29, atom 2 (C): -1.10, atom 3 (C): -1.27, atom 4 (C): 0.75, atom 5 (C): 0.58, atom 6 (C): -1.25, atom 7 (C): -1.11, atom 8 (C): -0.24, atom 9 (N): 0.12, atom 10 (C): -0.46, atom 11 (C): -0.46, atom 12 (C): -0.11, atom 13 (C): 0.51, atom 14 (C): -1.15, atom 15 (C): -1.07, atom 16 (C): 0.56, atom 17 (C): -0.25, atom 18 (C): -0.51, atom 19 (C): -0.41, atom 20 (N): 0.64, atom 21 (C): 0.26, atom 22 (C): -0.37, atom 23 (C): -0.56, atom 24 (N): -0.04, atom 25 (C): 0.18, atom 26 (C): -0.62, atom 27 (C): 0.92, atom 28 (C): 0.70, atom 29 (C): -1.39, atom 30 (C): -1.14, atom 31 (C): -1.32, atom 32 (C): -1.21, atom 33 (C): 0.45, atom 34 (C): 0.56, atom 35 (C): -1.23, atom 36 (C): -1.06, atom 37 (C): -1.19, atom 38 (C): -1.09, atom 39 (N): 0.66, atom 40 (C): -1.15, atom 41 (C): -1.21, atom 42 (H): 0.40, atom 43 (H): 0.19, atom 44 (H): 0.32, atom 45 (H): 0.43, atom 46 (H): 0.43, atom 47 (H): 0.43, atom 48 (H): 0.48, atom 49 (H): 0.32, atom 50 (H): 0.40, atom 51 (H): 0.24, atom 52 (H): 0.51, atom 53 (H): 0.39, atom 54 (H): 0.37, atom 55 (H): 0.17, atom 56 (H): 0.42, atom 57 (H): 0.25, atom 58 (H): 0.39, atom 59 (H): 0.38, atom 60 (H): 0.42, atom 61 (H): 0.47, atom 62 (H): 0.46, atom 63 (H): 0.29, atom 64 (H): 0.41, atom 65 (H): 0.27, atom 66 (H): 0.47, atom 67 (H): 0.40, atom 68 (H): 0.32, atom 69 (H): 0.40, atom 70 (H): 0.27, atom 71 (H): 0.38, atom 72 (H): 0.43, atom 73 (H): 0.23, atom 74 (H): 0.39, atom 75 (H): 0.24, atom 76 (H): 0.39, atom 77 (H): 0.39, atom 78 (H): 0.24, atom 79 (H): 0.39, atom 80 (H): 0.28, atom 81 (H): 0.53, atom 82 (H): 0.40, atom 83 (H): 0.23, atom 84 (H): 0.42, atom 85 (H): 0.26, atom 86 (F): -0.17, atom 87 (C): 0.49, atom 88 (F): -0.26, atom 89 (F): -0.27, atom 90 (C): 0.17, atom 91 (O): -0.54, atom 92 (O): 0.50, atom 93 (C): -0.33, atom 94 (As): 0.31, atom 95 (C): -0.23, atom 96 (C): -1.51, atom 97 (C): 0.73, atom 98 (C): -0.29, atom 99 (C): -0.62